This record from OMol25 describes a gas-phase ion, C3H4FN2 (charge +1) in a non-equilibrium geometry. The level of theory is ωB97M-V/def2-TZVPD.

energy = -8859.033 eV
net charge = +1
HOMO level (alpha / beta) = -0.5329 / -0.5958 Eh
multiplicity = 3
expectation value of S² = 2.0406

Last column: Löwdin spin population.
Atoms and positions in Å:
1 C 0.56 -0.51 -0.05  0.285
2 C 0.17 -1.75 0.08  1.098
3 C -1.43 0.80 0.02  -0.028
4 N -0.05 0.69 0.01  0.306
5 N -2.02 -0.31 0.03  0.213
6 F -3.38 -0.27 -0.05  0.055
7 H 1.60 -0.43 -0.23  0.037
8 H 0.29 -2.88 0.24  0.035
9 H -1.93 1.76 0.21  -0.001
10 H 0.64 1.49 -0.32  0.001